1 | This record from OMol25 describes the ion C3H8NO with charge -1. The level of theory is the ωB97M-V functional and the def2-TZVPD basis.

```
! RIJCOSX wB97M-V def2-TZVPD def2/J DEFGRID3
* xyz -1 1
C -0.5424 0.0553 -0.8385
N -0.2794 -0.7719 0.4234
C 1.2896 -0.6418 0.6798
O 1.6671 0.6294 0.6610
C -1.9181 0.6439 -0.8259
H -0.2276 -0.5875 -1.7185
H 0.1812 1.0288 -0.9152
H -0.6835 -0.5770 1.3055
H 1.4677 -1.1537 1.6706
H 1.7787 -1.1560 -0.1939
H -2.7117 -0.0992 -0.6436
H -1.9247 1.4127 -0.0682
H -2.2356 1.1560 -1.7804
*
```

Values from the calculation:
- E_LUMO (eV) = 4.349
- HOMO energy (Eh) = -0.0831
- SMILES string = CCNC[O-]
- orbital gap (eV) = 6.6109

=====

2 | This record from OMol25 describes the ion C3H8NO with charge -1. The level of theory is the ωB97M-V functional and the def2-TZVPD basis.

```
! RIJCOSX wB97M-V def2-TZVPD def2/J DEFGRID3
* xyz -1 1
C 0.0549 1.7197 0.5870
N 0.6779 0.8851 -0.4151
C -0.2271 -0.0722 -1.0168
C -0.6238 -1.1604 0.0205
O 0.4386 -1.5184 0.7700
H 0.3727 2.7722 0.4538
H 0.2583 1.3987 1.6140
H -1.0326 1.7871 0.4670
H 1.3264 0.2576 0.0646
H 0.3227 -0.5661 -1.8342
H -1.0921 0.4098 -1.5016
H -1.1318 -1.9870 -0.5332
H -1.4183 -0.6475 0.6355
*
```

Values from the calculation:
- E_LUMO (eV) = 4.509
- HOMO energy (Eh) = -0.0848
- SMILES string = CNCC[O-]
- orbital gap (eV) = 6.8170

=====

What should be chosen as the most stable of them? Choose 2.

=====

1 | This record from OMol25 describes a cluster of 2 separate species, C4H4I2 in total. The level of theory is the ωB97M-V functional and the def2-TZVPD basis.

```
! RIJCOSX wB97M-V def2-TZVPD def2/J DEFGRID3
* xyz 0 1
C -0.4547 -2.0755 -0.1018
C 0.4045 2.0796 -0.0505
C -0.8273 -0.8445 0.0001
C 0.7130 0.8229 -0.2270
I -2.6294 0.0709 -0.2119
I 2.6765 -0.0632 -0.1904
H -1.4283 -2.6588 0.0147
H 0.5743 -2.5039 0.0026
H 1.1251 2.9004 -0.1027
H -0.6654 2.4203 -0.0672
*
```

Values from the calculation:
- E_LUMO (eV) = -0.339
- HOMO energy (Eh) = -0.3266
- orbital gap (eV) = 8.5497

=====

2 | This record from OMol25 describes a cluster of 4 separate species, C4H4I2 in total. The level of theory is the ωB97M-V functional and the def2-TZVPD basis.

```
! RIJCOSX wB97M-V def2-TZVPD def2/J DEFGRID3
* xyz 0 1
C 1.8923 -0.0483 -0.1539
C -2.3930 -1.5052 0.4346
C 1.2514 -0.0600 0.9134
C -2.8430 -1.2393 -0.6367
I 5.0945 1.8120 -0.5539
I -1.0287 3.8731 -0.5946
H 2.7065 -0.0542 -0.7925
H -1.6723 -1.7115 1.1391
H 0.4734 -0.1025 1.6625
H -3.4812 -0.9641 -1.4181
*
```

Values from the calculation:
- E_LUMO (alpha / beta) (eV) = -3.391 / -3.230
- HOMO energy (alpha / beta) (Eh) = -0.3705 / -0.3644
- orbital gap (alpha / beta) (eV) = 6.6901 / 6.6868

=====

What should be chosen as the most stable of them? Choose 1.

=====

1 | This record from OMol25 describes the molecule CH3BrOS. The level of theory is the ωB97M-V functional and the def2-TZVPD basis.

```
! RIJCOSX wB97M-V def2-TZVPD def2/J DEFGRID3
* xyz 0 1
C -0.0525 -0.0220 0.2279
O -0.8302 -0.6972 1.2201
S -2.3957 -1.0743 1.2159
Br -3.3125 1.2488 1.6616
H -0.8011 0.4109 -0.3590
H 0.4859 -0.8413 -0.2796
H 0.4310 0.6571 0.7538
*
```

Values from the calculation:
- E_LUMO (eV) = -1.570
- HOMO energy (Eh) = -0.3424
- SMILES string = COSBr
- orbital gap (eV) = 7.7480

=====

2 | This record from OMol25 describes a cluster of 2 separate species, CH3BrOS in total. The level of theory is the ωB97M-V functional and the def2-TZVPD basis.

```
! RIJCOSX wB97M-V def2-TZVPD def2/J DEFGRID3
* xyz 0 1
C -0.9725 -0.0295 -0.1046
O -0.3500 -1.0881 -0.4851
S 2.3998 -1.1005 0.1122
Br 2.1026 0.8985 0.4785
H -1.7219 -0.1100 0.8709
H -1.4697 0.6992 -0.8596
H 0.0117 0.7304 -0.0123
*
```

Values from the calculation:
- E_LUMO (alpha / beta) (eV) = -2.795 / -2.790
- HOMO energy (alpha / beta) (Eh) = -0.3344 / -0.3347
- orbital gap (alpha / beta) (eV) = 6.3049 / 6.3188

=====

What should be chosen as the most stable of them? Choose 1.

=====

1 | This record from OMol25 describes a cluster of 3 separate species, C2H8O3 in total. The level of theory is the ωB97M-V functional and the def2-TZVPD basis.

```
! RIJCOSX wB97M-V def2-TZVPD def2/J DEFGRID3
* xyz 0 1
C 2.5680 0.3717 1.3971
C 2.2245 0.6186 0.1379
O 1.0269 0.3155 -0.4440
H 2.2716 -0.5076 1.9589
H 3.1711 1.0650 1.9687
H 2.8684 1.2006 -0.5168
H 0.8057 1.0088 -1.0720
H -3.8190 0.7240 0.9590
H -2.8566 0.2129 -0.0864
O -3.7024 0.6702 0.0044
H -1.6637 -2.5815 -1.1193
H -1.0381 -1.4264 -1.8161
O -1.8565 -1.6719 -1.3713
*
```

Values from the calculation:
- E_LUMO (eV) = 0.487
- HOMO energy (Eh) = -0.3307
- SMILES string = C=CO.O.O
- orbital gap (eV) = 9.4856

=====

2 | This record from OMol25 describes a cluster of 3 separate species, C2H8O3 in total. The level of theory is the ωB97M-V functional and the def2-TZVPD basis.

```
! RIJCOSX wB97M-V def2-TZVPD def2/J DEFGRID3
* xyz 0 1
C 0.7380 -2.3882 1.6148
C 1.2356 -2.3270 0.3834
O 0.8050 -1.6711 -0.7307
H 1.3619 -2.6811 2.4435
H -0.3371 -2.2936 1.7435
H 2.2565 -2.6478 0.1804
H 0.1926 -0.9909 -0.4802
H -1.2603 0.5392 -0.6982
H -0.7760 1.9568 -0.5946
O -0.4385 1.0446 -0.6246
H -2.0301 4.2402 -1.1182
H -1.9271 4.3884 0.3400
O -1.5420 3.8925 -0.3741
*
```

Values from the calculation:
- E_LUMO (eV) = 0.387
- HOMO energy (Eh) = -0.3211
- SMILES string = C=CO.O.O
- orbital gap (eV) = 9.1242

=====

What should be chosen as the most stable of them? Choose 2.

=====

1 | This record from OMol25 describes a cluster of 2 separate species, C6H5N3 in total. The level of theory is the ωB97M-V functional and the def2-TZVPD basis.

```
! RIJCOSX wB97M-V def2-TZVPD def2/J DEFGRID3
* xyz 0 1
C 1.9279 -1.0584 0.3646
C 0.8753 -0.1735 0.6089
C 2.5128 0.7660 -0.5832
C -2.7883 0.6471 0.1771
C -2.5338 -0.0893 -0.7287
C 0.5779 2.1054 -0.0169
N 2.9256 -0.4300 -0.3231
N -0.0391 3.0500 0.1131
N 1.2575 1.0065 -0.0375
H 1.8970 -2.0361 0.6733
H -0.0077 -0.2636 1.2229
H 2.9984 1.4793 -1.1028
H -3.3395 0.7762 1.0594
H -2.0329 -0.2235 -1.6395
*
```

Values from the calculation:
- E_LUMO (eV) = 0.778
- HOMO energy (Eh) = -0.3565
- SMILES string = N#Cn1ccnc1.C#C
- orbital gap (eV) = 10.4774

=====

2 | This record from OMol25 describes the molecule C6H5N3. The level of theory is the ωB97M-V functional and the def2-TZVPD basis.

```
! RIJCOSX wB97M-V def2-TZVPD def2/J DEFGRID3
* xyz 0 1
C -3.2596 0.3427 -0.1800
C 2.0965 1.4953 -0.0093
C -2.1211 -0.2077 0.2975
C 0.8241 -0.5326 -0.5056
C 0.1416 -0.8724 0.9062
C 1.2315 0.8149 -0.8154
N -4.3122 0.7805 -0.4292
N 2.9126 2.0965 0.5279
N -1.2346 -0.7159 0.9430
H 1.7974 -1.0473 -0.4068
H -0.0030 -0.9637 -1.2720
H 0.1623 -2.0038 1.1522
H 0.7280 -0.2386 1.6075
H 1.0366 1.0519 -1.8163
*
```

Values from the calculation:
- E_LUMO (alpha / beta) (eV) = -1.542 / -0.664
- HOMO energy (alpha / beta) (Eh) = -0.2861 / -0.3411
- orbital gap (alpha / beta) (eV) = 6.2436 / 8.6168

=====

What should be chosen as the most stable of them? Choose 1.